208
Properties=species:S:1:pos:R:3:forces:R:3:lowdin_charge:R:1 method="wB97M-V/def2-TZVPD" total_charge=-1 orbital_gap_ev="8.561 / 9.033" s2=8.75 mol_weight_g_mol=1229.52 spin_multiplicity=6 lumo_energy_ev="1.948 / 1.948" max_force_ev_per_a=4.04
Mn 0.516 -2.438 1.377 -0.189 0.136 -0.179 0.9748
O -1.127 1.286 2.619 0.463 -0.680 0.662 0.0930
C -0.869 0.597 1.506 0.514 1.097 -2.515 -0.7278
O -0.804 -0.623 1.601 0.419 -1.935 0.470 -0.0107
O -0.719 1.253 0.407 -0.339 -0.035 1.572 -0.0457
H -1.126 2.209 2.384 -0.292 1.158 -0.042 0.0781
O 2.825 -6.163 0.854 -0.152 -0.073 0.109 0.0484
C 1.699 -5.328 0.891 1.529 -0.684 -0.286 -0.7276
O 1.990 -4.119 1.111 -0.735 0.363 0.181 -0.0788
O 0.633 -5.900 0.660 -0.268 0.649 0.153 0.0123
H 3.624 -5.667 1.102 -0.673 0.099 -0.125 0.0973
O 0.765 -3.621 5.426 0.952 0.281 -0.308 0.0860
C 0.249 -3.282 4.198 -0.819 0.170 0.088 -0.6640
O -0.939 -3.609 3.951 1.612 0.126 0.860 -0.0072
O 1.014 -2.618 3.431 0.134 -0.051 0.232 -0.0902
H 1.734 -3.362 5.486 -1.779 -0.294 -0.452 0.1431
C -3.612 2.503 4.557 -0.130 0.133 0.453 -0.0449
C -3.545 2.773 3.097 -1.346 -0.825 -2.087 -0.5065
C -4.937 3.217 2.588 0.452 0.293 -0.058 -0.0425
O -2.560 3.730 2.707 0.267 -0.035 1.398 -0.0708
H -2.596 2.384 4.871 0.480 -0.440 0.676 0.0387
H -4.217 1.590 4.791 0.573 0.810 -0.284 0.1077
H -4.017 3.370 5.067 -0.170 0.107 0.357 0.0827
H -3.274 1.776 2.659 -0.434 0.983 -0.103 0.1031
H -5.594 2.346 2.660 -0.317 0.332 0.232 0.0711
H -4.935 3.524 1.532 0.214 -0.172 0.175 0.0738
H -5.286 4.109 3.168 0.062 -0.893 -0.264 0.0904
H -2.693 3.994 1.782 -0.035 -0.357 -0.208 0.0356
C 4.584 -0.811 -5.606 0.643 0.880 -0.393 -0.0478
C 3.831 0.344 -4.942 -1.102 -2.156 0.840 -0.5267
C 4.591 0.872 -3.731 0.147 -0.120 -0.308 -0.0456
O 3.572 1.316 -5.891 0.502 1.017 -0.842 -0.0288
H 5.385 -0.298 -6.122 0.403 0.009 -0.554 0.0760
H 4.038 -1.399 -6.337 -0.354 0.143 0.056 0.0739
H 5.106 -1.459 -4.929 -0.149 -0.466 0.642 0.0621
H 2.853 -0.080 -4.607 0.650 0.407 -0.122 0.1003
H 3.914 1.220 -2.963 -0.083 0.415 0.184 0.0641
H 5.298 1.644 -4.024 -0.146 0.335 -0.077 0.0843
H 5.204 0.094 -3.303 0.060 -0.413 0.294 0.0647
H 2.641 1.522 -5.923 -0.507 0.078 -0.185 0.0415
C -4.821 -2.813 0.974 -0.793 -0.371 1.117 -0.0268
C -3.829 -2.162 1.952 0.287 -0.363 -0.600 -0.4969
C -4.054 -0.704 2.276 -0.246 -0.268 0.476 -0.0387
O -3.766 -3.016 3.064 0.168 -0.551 1.696 -0.0574
H -4.331 -3.731 0.633 -0.383 0.089 -0.176 0.0671
H -5.118 -2.186 0.144 0.292 0.203 -0.256 0.0479
H -5.812 -3.067 1.483 1.370 0.200 -0.310 0.1031
H -2.818 -2.222 1.538 -0.289 0.234 -0.526 0.0904
H -3.688 -0.220 1.384 -0.026 0.844 0.018 0.0491
H -3.471 -0.427 3.160 0.257 0.055 -0.314 0.0751
H -5.081 -0.404 2.502 -0.141 -0.237 -0.240 0.0877
H -2.911 -2.898 3.537 -0.672 0.028 -0.604 0.0664
C -0.187 4.601 -1.353 -0.147 1.076 1.716 -0.0342
C -0.815 4.619 0.101 -0.399 -0.953 -2.128 -0.4227
C -1.007 5.983 0.720 0.600 -0.100 0.351 -0.0478
O -2.115 3.890 0.079 1.096 1.673 -0.067 -0.0860
H 0.035 3.572 -1.651 -0.008 0.353 -0.143 0.0700
H 0.688 5.267 -1.327 0.437 -0.702 0.200 0.0750
H -0.781 5.170 -2.045 -0.922 -0.350 -0.503 0.0617
H -0.105 4.034 0.658 -0.022 -0.245 0.736 0.0822
H 0.012 6.419 1.004 -1.567 -0.541 -0.134 0.1101
H -1.704 5.837 1.563 0.733 0.403 0.083 0.0725
H -1.509 6.656 0.037 -0.007 0.244 -0.313 0.0709
H -1.867 2.965 0.078 0.268 -0.907 -0.073 0.0452
C 7.978 1.303 0.048 0.602 -0.047 -0.180 -0.0707
C 6.964 1.572 1.105 0.609 1.152 1.373 -0.4806
C 7.609 1.727 2.527 -1.465 1.151 -0.069 -0.0472
O 6.360 2.829 0.729 -0.076 -0.853 0.196 -0.0534
H 8.725 0.578 0.408 -0.303 0.097 -0.476 0.0871
H 8.478 2.235 -0.246 0.012 -0.182 0.296 0.0888
H 7.424 0.976 -0.821 0.263 -0.427 -0.434 0.0686
H 6.232 0.768 1.113 -0.267 -0.045 0.108 0.1093
H 6.817 2.049 3.254 0.499 -0.367 -0.592 0.0734
H 8.302 2.582 2.500 0.056 -0.426 -0.091 0.0806
H 8.074 0.845 2.949 0.206 -0.286 -0.239 0.0633
H 5.489 2.854 1.135 -0.294 0.324 0.190 0.0541
C -2.992 -0.538 -1.049 0.476 1.142 1.238 -0.0438
C -2.053 -0.497 -2.231 -1.011 -0.841 -1.787 -0.4964
C -2.825 -0.064 -3.485 0.488 -0.347 0.152 -0.0452
O -0.930 0.314 -2.031 -0.041 -0.051 -0.733 -0.0611
H -3.932 -1.068 -1.125 0.037 -0.232 -0.673 0.0697
H -3.254 0.506 -0.690 0.411 -0.974 -0.598 0.1158
H -2.430 -1.007 -0.251 -0.067 -0.090 0.545 0.0554
H -1.652 -1.516 -2.481 -0.535 0.259 0.377 0.1218
H -2.156 0.181 -4.263 1.263 0.227 -0.980 0.0410
H -3.380 0.843 -3.367 -0.708 0.446 0.501 0.0749
H -3.423 -0.861 -3.913 -0.479 -0.188 0.334 0.0740
H -0.900 0.533 -1.094 0.339 0.604 1.055 0.0056
C -3.108 -2.014 6.392 -0.007 -0.228 -1.113 -0.0204
C -3.221 -3.523 6.126 1.040 1.054 0.118 -0.5522
C -2.688 -4.342 7.214 1.241 -0.931 0.695 -0.0633
O -4.546 -3.899 5.934 -1.092 -0.050 0.087 -0.0192
H -2.120 -1.680 6.754 -0.414 -0.222 -0.215 0.0771
H -3.883 -1.788 7.095 -0.340 0.333 0.788 0.0681
H -3.398 -1.475 5.470 0.362 -0.062 0.342 0.0676
H -2.663 -3.827 5.251 0.302 0.378 -0.202 0.0939
H -3.293 -4.344 8.096 -0.686 -0.067 0.514 0.0768
H -1.713 -4.016 7.517 0.733 0.360 0.142 0.0705
H -2.533 -5.347 6.837 -0.269 -0.404 0.220 0.0875
H -4.537 -4.027 4.999 -1.030 -0.111 -1.210 0.0579
O 2.145 -0.128 4.478 -0.455 -1.291 -0.390 -0.0871
H 1.886 -1.079 4.253 0.078 1.745 0.071 0.0348
H 1.458 0.449 4.096 0.443 -0.578 0.125 0.0165
O -1.267 -3.869 1.396 0.278 0.862 -0.298 -0.0659
H -1.298 -3.889 2.373 -0.217 0.085 0.449 0.0085
H -0.726 -4.633 1.187 0.402 -1.104 -0.544 0.0089
C 2.098 -1.825 -2.701 1.475 -0.243 -1.860 -0.0330
C 1.972 -2.020 -1.229 -0.398 0.757 0.462 -0.3964
C 2.383 -0.738 -0.499 -0.833 -0.534 0.533 -0.1691
O 2.497 -0.951 0.887 -1.052 -0.088 1.421 -0.2427
C 3.709 -1.372 1.507 -0.101 1.498 0.394 -0.0546
N 0.627 -2.414 -0.858 -0.921 0.717 0.844 0.0392
H 2.602 -0.882 -2.992 -0.513 -0.384 0.412 0.0500
H 1.157 -1.905 -3.230 -0.385 0.290 0.066 0.0745
H 2.727 -2.601 -3.180 -0.170 0.178 0.304 0.0952
H 2.610 -2.793 -0.835 0.470 -0.391 -0.079 0.1296
H 1.636 0.081 -0.565 0.380 -0.422 -0.517 0.1400
H 3.338 -0.477 -0.873 1.082 0.779 -0.601 0.1066
H 3.726 -2.449 1.541 0.745 -0.417 -0.477 0.0710
H 3.670 -1.029 2.556 -0.316 -0.108 -0.368 0.0823
H 4.550 -0.768 1.090 -0.224 -1.094 -0.171 0.0885
H -0.052 -1.720 -1.209 0.465 -0.368 0.076 0.0795
H 0.366 -3.321 -1.253 -0.138 0.071 -0.105 0.0554
C 3.333 2.952 5.779 -2.584 0.760 1.772 -0.0801
C 3.659 3.610 4.469 -1.304 0.298 -1.065 -0.4414
C 3.099 2.766 3.295 -0.957 1.839 1.055 -0.1724
O 3.394 3.265 2.009 1.844 1.428 1.734 -0.1658
C 2.660 2.783 0.989 -3.703 0.762 -1.414 -0.1318
N 3.175 4.987 4.479 -0.773 0.451 1.469 0.0463
H 3.684 3.557 6.698 0.046 -1.050 -1.545 0.1093
H 3.536 1.864 5.859 0.091 0.795 -0.074 0.0819
H 2.189 3.095 5.838 1.579 -0.812 0.069 0.0533
H 4.701 3.573 4.402 1.981 0.415 -0.570 0.1015
H 2.014 2.710 3.408 -0.159 -0.168 0.061 0.1200
H 3.546 1.861 3.518 0.677 -2.583 -0.402 0.0858
H 1.499 2.987 1.034 1.857 -0.070 0.430 0.1057
H 2.672 1.736 0.918 0.422 -1.731 -0.332 0.0563
H 2.950 3.276 0.063 0.366 -0.168 -0.086 0.0989
H 2.423 5.087 5.203 0.937 -0.130 -1.055 0.0715
H 2.791 5.313 3.605 0.129 -0.246 -0.230 0.0596
C 0.300 -2.292 -9.166 0.806 -1.074 -0.685 -0.0759
C -0.216 -1.483 -8.030 -0.873 0.693 0.603 -0.4519
C -1.741 -1.586 -7.979 0.324 -0.520 -0.117 -0.2498
O -2.402 -1.043 -9.102 -1.128 0.101 0.527 -0.1833
C -3.783 -1.123 -8.709 -0.775 0.236 -2.110 -0.1166
N 0.355 -2.064 -6.819 0.688 0.887 -0.222 0.0608
H -0.094 -2.010 -10.152 0.444 0.282 0.328 0.0872
H -0.067 -3.321 -9.021 0.079 0.070 -0.005 0.0816
H 1.411 -2.369 -9.101 -0.747 0.307 -0.472 0.0947
H 0.062 -0.408 -8.116 0.019 -0.664 0.088 0.1355
H -2.092 -0.994 -7.121 0.074 -0.607 0.370 0.1138
H -2.051 -2.684 -7.954 0.469 1.079 0.640 0.1449
H -4.104 -2.171 -8.604 0.196 0.091 -0.013 0.0845
H -4.436 -0.668 -9.512 0.879 -0.344 0.819 0.1037
H -3.973 -0.631 -7.765 0.050 0.349 0.244 0.0754
H -0.010 -1.813 -5.920 -0.434 0.632 0.112 0.0607
H 0.277 -3.042 -6.892 0.029 -1.461 0.005 0.0459
C -2.273 -4.655 -3.932 -0.248 -1.327 -1.169 -0.0754
C -2.066 -4.788 -2.459 -0.664 -0.518 0.915 -0.4222
C -2.820 -6.021 -1.865 -1.341 3.237 -1.246 -0.1914
O -2.852 -5.704 -0.510 -0.085 0.578 -0.686 -0.2032
C -3.288 -6.720 0.263 0.028 -2.880 2.194 -0.1611
N -0.682 -4.811 -2.017 0.981 -0.655 -0.053 0.0486
H -3.319 -4.552 -4.247 0.012 0.006 0.540 0.0837
H -1.917 -5.529 -4.506 0.079 0.031 0.328 0.0862
H -1.776 -3.829 -4.362 0.769 1.167 -0.257 0.0436
H -2.525 -3.890 -1.995 0.009 -0.550 0.016 0.1395
H -2.383 -6.973 -2.077 0.571 -0.745 -0.147 0.1186
H -3.845 -5.942 -2.334 0.523 -0.589 0.604 0.1386
H -4.338 -7.093 0.151 0.357 0.779 -0.351 0.0952
H -3.152 -6.433 1.320 -0.130 -0.063 -0.431 0.0987
H -2.662 -7.651 0.102 -0.374 0.724 0.165 0.1039
H -0.099 -5.369 -2.653 -0.333 0.195 0.229 0.0976
H -0.606 -5.286 -1.095 -0.101 0.447 -0.643 0.0671
C -0.402 4.460 -8.661 0.648 -0.093 0.691 -0.0743
C -0.170 3.187 -7.918 0.822 -1.447 0.002 -0.4853
C 0.132 3.335 -6.440 0.872 1.129 0.128 -0.2056
O 0.613 2.077 -5.999 0.062 -0.475 -0.197 -0.2209
C 0.760 1.982 -4.596 -0.158 -0.281 0.535 -0.0991
N -1.327 2.286 -8.053 0.284 0.151 -0.676 0.0620
H -0.637 4.154 -9.678 0.033 0.573 -0.230 0.0770
H 0.563 5.003 -8.576 -0.883 0.219 -0.433 0.0932
H -1.231 4.960 -8.183 -0.235 0.642 -0.209 0.0795
H 0.778 2.780 -8.386 -0.785 -0.124 0.546 0.1522
H -0.780 3.600 -5.850 0.547 0.006 -0.459 0.1374
H 0.937 4.165 -6.334 -1.094 -1.199 0.193 0.1546
H 1.666 2.505 -4.310 0.227 0.310 0.364 0.0872
H 0.859 0.929 -4.223 -0.312 0.782 -0.743 0.0970
H -0.103 2.445 -4.116 0.005 -0.119 0.268 0.0818
H -1.586 2.265 -9.037 -0.192 0.093 0.044 0.0699
H -1.023 1.338 -7.894 0.005 -0.223 0.438 0.0333
C 0.444 0.716 7.262 1.889 1.602 -0.999 -0.0565
C -0.285 1.949 6.709 -1.791 -0.874 1.502 -0.4241
C -0.086 3.284 7.508 -1.691 -1.272 0.667 -0.1685
O -1.255 4.115 7.316 1.216 0.457 -1.332 -0.2111
C -0.867 5.500 7.293 -1.001 -0.251 0.815 -0.1108
N -0.042 2.200 5.299 -0.111 1.521 0.359 0.0576
H 0.230 -0.157 6.645 0.486 0.092 -0.164 0.0676
H 0.095 0.500 8.225 -0.738 -0.212 1.532 0.0490
H 1.535 0.965 7.390 -0.777 -0.777 -0.528 0.0883
H -1.335 1.614 6.881 0.055 0.695 -0.200 0.1301
H 0.746 3.664 6.965 1.004 1.080 0.295 0.0672
H 0.005 3.230 8.654 0.533 -0.432 -1.708 0.1541
H -0.417 5.669 8.269 0.012 0.589 0.286 0.0718
H -1.821 6.071 7.199 0.898 -0.266 -0.004 0.0962
H -0.109 5.848 6.562 -0.527 -0.710 -0.201 0.0839
H -0.726 2.919 4.987 0.723 -0.887 -0.006 0.0852
H -0.123 1.373 4.740 -0.516 -0.241 -0.176 0.0406